[1]
Below is a single C20H20N2O6S2 molecule, with properties calculated with the ωB97M-V functional and the def2-TZVPD basis.

## Properties
Frontier orbital gap: 8.29 eV
Lowest unoccupied orbital energy: 0.1 eV
E_HOMO: -8.16 eV

```
! RIJCOSX wB97M-V def2-TZVPD def2/J DEFGRID3
* xyz 0 1
O 3.725 -1.913 -2.735
C 2.835 -1.376 -2.113
C 1.529 -0.957 -2.794
S 1.454 0.861 -2.994
C -0.064 1.302 -2.289
O -0.621 2.447 -2.750
C -1.760 2.610 -2.040
C -2.617 3.732 -2.254
C -3.801 4.061 -1.634
C -4.225 5.264 -2.232
C -3.277 5.576 -3.163
O -2.305 4.659 -3.183
N -1.959 1.653 -1.175
C -0.897 0.812 -1.308
S -0.806 -0.563 -0.186
O 0.431 -0.419 0.554
O -0.953 -1.788 -0.929
C -2.202 -0.298 0.884
C -2.055 0.521 1.984
C -3.156 0.760 2.790
C -4.377 0.181 2.480
C -4.506 -0.641 1.371
C -3.409 -0.884 0.561
N 2.892 -1.057 -0.809
C 3.997 -1.464 0.024
C 3.718 -2.791 0.762
C 2.621 -2.661 1.824
C 3.423 -2.252 3.058
C 4.734 -3.013 2.847
O 4.887 -3.207 1.450
H 1.515 -1.375 -3.801
H 0.660 -1.291 -2.233
H -4.279 3.500 -0.860
H -5.111 5.821 -2.004
H -3.190 6.398 -3.847
H -1.088 0.948 2.197
H -3.062 1.396 3.657
H -5.234 0.370 3.109
H -5.459 -1.091 1.138
H -3.467 -1.523 -0.305
H 2.057 -0.735 -0.333
H 4.869 -1.608 -0.617
H 4.206 -0.673 0.748
H 3.482 -3.552 0.009
H 2.149 -3.630 1.987
H 1.857 -1.938 1.551
H 3.600 -1.176 3.058
H 2.937 -2.526 3.991
H 4.698 -3.997 3.333
H 5.607 -2.471 3.224
*
```

Results of the natural (NBO) charge analysis, in e, for atoms 1 through 5: O -0.62; C 0.66; C -0.62; S 0.32; C 0.13

[2]
Below is 3 unconnected molecules or ions with the total composition C30H61BrN3O4PSSi, with properties calculated with the ωB97M-V functional and the def2-TZVPD basis.

## Properties
Frontier orbital gap: 7.93 eV
Lowest unoccupied orbital energy: -0.1 eV
E_HOMO: -8.05 eV

```
! RIJCOSX wB97M-V def2-TZVPD def2/J DEFGRID3
* xyz 0 1
C -2.583 -1.701 -2.491
Si -0.712 -1.254 -2.389
C -0.580 0.243 -1.127
C 0.389 -2.728 -1.765
C -0.195 -3.490 -0.436
C 0.890 -3.458 0.822
C 0.163 -2.944 2.207
C 1.007 -1.698 2.868
C 1.624 -2.148 4.346
C 2.975 -1.261 4.681
C 2.713 -0.254 5.948
C 2.525 1.345 5.496
Br 1.483 1.760 3.841
O 1.567 1.792 6.562
S 1.806 3.460 6.857
O 1.275 3.788 8.287
O 1.148 4.496 5.899
O 3.517 3.417 6.631
C 3.868 2.202 5.875
P 5.057 2.810 4.514
N 4.741 2.271 3.022
C 0.071 -0.640 -4.038
C -0.641 0.605 -4.844
C 0.072 1.141 -6.220
C 1.458 0.419 -6.740
C 2.201 -0.848 -5.983
C 1.463 -1.384 -4.582
H -3.268 -0.887 -2.978
H -2.960 -1.820 -1.365
H -2.818 -2.723 -3.020
H -0.308 1.230 -1.727
H -1.589 0.400 -0.530
H 0.319 -0.028 -0.423
H 1.427 -2.243 -1.459
H 0.604 -3.536 -2.605
H -0.363 -4.649 -0.671
H -1.266 -3.094 -0.096
H 1.841 -2.810 0.606
H 1.288 -4.558 1.049
H -0.936 -2.558 2.010
H 0.078 -3.868 2.926
H 0.262 -0.789 2.968
H 1.934 -1.350 2.234
H 1.851 -3.317 4.253
H 0.782 -2.065 5.172
H 3.803 -2.056 5.011
H 3.372 -0.623 3.784
H 3.545 -0.364 6.785
H 1.697 -0.577 6.478
H 4.575 1.546 6.568
H 6.402 2.372 4.912
H 5.077 4.268 4.588
H 5.533 1.711 2.639
H -1.638 1.038 -4.368
H -0.454 2.057 -6.770
H 1.979 0.802 -7.739
H 3.203 -1.355 -6.362
H 1.978 -2.284 -4.038
C 1.651 4.753 -8.604
C 1.088 6.059 -8.050
N 0.255 5.886 -6.857
C -0.509 7.087 -6.503
C 0.276 8.326 -6.087
C 0.874 5.186 -5.728
C 2.157 5.772 -5.152
H 0.853 4.030 -8.804
H 2.173 4.945 -9.548
H 2.373 4.296 -7.921
H 0.477 6.502 -8.846
H 1.919 6.752 -7.867
H -1.226 6.840 -5.708
H -1.134 7.356 -7.364
H 0.683 8.227 -5.079
H -0.390 9.196 -6.075
H 1.094 8.554 -6.776
H 1.080 4.154 -6.037
H 0.140 5.079 -4.919
H 2.869 6.071 -5.926
H 2.654 5.020 -4.528
H 1.957 6.632 -4.512
C -2.610 -6.072 2.635
C -3.029 -5.558 4.009
N -3.882 -4.367 3.962
C -4.042 -3.714 5.266
C -4.755 -4.495 6.364
C -5.107 -4.478 3.167
C -6.095 -5.577 3.540
H -2.126 -5.285 2.047
H -1.895 -6.893 2.748
H -3.461 -6.459 2.066
H -2.106 -5.309 4.548
H -3.506 -6.376 4.562
H -4.551 -2.751 5.130
H -3.042 -3.449 5.635
H -5.833 -4.535 6.196
H -4.603 -3.996 7.327
H -4.376 -5.516 6.465
H -4.823 -4.619 2.117
H -5.633 -3.514 3.171
H -5.607 -6.536 3.729
H -6.802 -5.729 2.716
H -6.686 -5.308 4.418
*
```

Results of the Löwdin charge analysis, in e, for atoms 1 through 5: C -0.24; Si 0.51; C -0.21; C -0.30; C -0.24

[3]
Below is a molecular structure, C6H11N3O4S2, with properties calculated with the ωB97M-V functional and the def2-TZVPD basis.

## Properties
Frontier orbital gap: 8.65 eV
Lowest unoccupied orbital energy: -0.8 eV
E_HOMO: -9.42 eV

```
! RIJCOSX wB97M-V def2-TZVPD def2/J DEFGRID3
* xyz 0 1
C 2.029 -0.308 -0.231
C 1.043 -0.525 0.601
C 2.667 0.915 -0.234
C 1.351 1.743 1.378
C 0.541 0.525 1.466
C -0.455 0.398 2.567
N 2.344 1.852 0.565
N -1.125 -2.971 -3.188
N -1.789 0.844 0.220
O -0.667 -2.728 -0.669
O -1.959 -0.986 -1.937
O -0.863 3.106 0.664
O 0.054 1.666 -1.245
S -0.675 -1.840 -1.870
S -0.690 1.865 -0.050
H 2.296 -1.096 -0.872
H 0.412 -1.386 0.452
H 3.467 1.162 -0.949
H 1.201 2.550 2.092
H -0.915 1.324 2.775
H 0.204 0.187 3.554
H -1.265 -0.370 2.531
H -1.236 -3.932 -2.831
H -0.863 -2.776 -4.158
H -2.533 -0.570 -1.183
H -2.572 1.351 0.552
*
```

Results of the natural (NBO) charge analysis, in e, for atoms 1 through 5: C -0.23; C -0.17; C 0.12; C 0.03; C -0.11

[4]
Below is a single C4H10N2O molecule, with properties calculated with the ωB97M-V functional and the def2-TZVPD basis.

## Properties
Frontier orbital gap: 10.48 eV
Lowest unoccupied orbital energy: 1.1 eV
E_HOMO: -9.41 eV

```
! RIJCOSX wB97M-V def2-TZVPD def2/J DEFGRID3
* xyz 0 1
C 1.669 1.312 0.184
C 1.607 -0.226 0.294
O 2.646 -0.831 -0.420
N 0.357 -0.661 -0.247
C -0.683 -0.720 0.447
C -2.016 -0.973 -0.200
N -2.668 0.289 -0.534
H 1.304 1.628 -0.798
H 1.055 1.771 0.963
H 2.710 1.632 0.305
H 1.748 -0.528 1.345
H 2.402 -0.811 -1.356
H -0.696 -0.486 1.524
H -1.870 -1.526 -1.127
H -2.674 -1.534 0.467
H -2.063 0.826 -1.152
H -2.827 0.836 0.305
*
```

Results of the natural (NBO) charge analysis, in e, for atoms 1 through 5: C -0.63; C 0.22; O -0.71; N -0.44; C 0.13

[5]
Below is a gas-phase ion, C5H11N4 (charge +1), with properties calculated with the ωB97M-V functional and the def2-TZVPD basis.

## Properties
Frontier orbital gap (alpha / beta): 7.60 / 7.60 eV
Lowest unoccupied orbital energy (alpha / beta): -4.6 / -4.6 eV
E_HOMO (alpha / beta): -12.24 / -12.24 eV

```
! RIJCOSX wB97M-V def2-TZVPD def2/J DEFGRID3
* xyz 1 1
C 1.945 -0.336 -1.460
C -1.285 0.724 1.040
C 1.433 0.551 -2.606
C 0.274 -0.125 2.901
C -0.133 -0.187 1.382
N -1.944 0.467 -0.070
N -1.693 -0.374 -0.987
N 1.332 -0.194 -0.384
N 0.991 0.206 0.652
H 2.589 -1.158 -1.509
H -1.641 1.576 1.569
H 0.373 0.417 -2.552
H 1.870 0.469 -3.562
H 1.624 1.532 -2.279
H 1.112 -0.786 3.007
H 0.715 0.897 2.865
H -0.614 -0.443 3.512
H -0.485 -1.271 1.184
H -2.891 0.911 -0.087
H -2.337 -0.535 -1.752
*
```

Results of the natural (NBO) charge analysis, in e, for atoms 1 through 5: C 0.13; C -0.11; C -0.64; C -0.59; C -0.17

- Number 1 is which compound?
  C20H20N2O6S2